The following is a DFT calculation (ωB97M-V with the def2-TZVPD basis set) of a cluster of 12 separate species, C42H118N10O12 in total at a distorted geometry.

ORCA input file:
```
! RIJCOSX wB97M-V def2-TZVPD def2/J DEFGRID3
* xyz 0 1
C -6.50 -29.38 -40.65
O -7.02 -29.25 -39.32
C -6.86 -27.96 -38.72
C -7.81 -26.90 -39.29
C -7.77 -25.66 -38.47
N -9.14 -27.37 -39.35
H -6.98 -28.72 -41.37
H -6.57 -30.37 -41.09
H -5.45 -29.10 -40.63
H -7.13 -28.06 -37.67
H -5.80 -27.73 -38.72
H -7.55 -26.61 -40.30
H -6.73 -25.36 -38.61
H -7.98 -25.72 -37.41
H -8.44 -24.90 -38.87
H -9.25 -28.16 -39.98
H -9.37 -27.74 -38.44
C -19.04 -24.88 -42.68
O -19.42 -24.35 -41.37
C -18.50 -23.40 -40.93
C -18.94 -22.83 -39.55
C -18.09 -21.73 -39.05
N -18.94 -23.95 -38.53
H -18.04 -25.32 -42.70
H -19.04 -24.03 -43.37
H -19.66 -25.66 -43.12
H -17.52 -23.88 -40.89
H -18.32 -22.58 -41.63
H -20.00 -22.60 -39.64
H -18.54 -21.41 -38.12
H -17.92 -20.90 -39.74
H -17.05 -22.08 -38.98
H -19.43 -24.75 -38.89
H -17.99 -24.28 -38.49
C -15.44 -29.69 -32.81
O -14.55 -28.78 -33.48
C -15.13 -27.59 -33.92
C -14.23 -26.78 -34.83
C -12.99 -26.21 -34.05
N -14.93 -25.56 -35.30
H -16.33 -29.81 -33.44
H -15.75 -29.25 -31.86
H -15.09 -30.70 -32.62
H -16.08 -27.71 -34.44
H -15.39 -26.94 -33.09
H -13.92 -27.44 -35.64
H -12.43 -25.43 -34.57
H -12.33 -27.03 -33.79
H -13.24 -25.81 -33.06
H -14.86 -24.99 -34.47
H -14.26 -25.15 -35.95
C -16.85 -16.90 -34.64
O -15.90 -17.94 -34.44
C -14.88 -18.08 -35.44
C -15.44 -18.28 -36.85
C -16.12 -19.61 -36.97
N -14.30 -18.44 -37.75
H -17.21 -16.63 -33.65
H -17.58 -17.25 -35.38
H -16.35 -16.03 -35.07
H -14.18 -17.25 -35.44
H -14.27 -18.97 -35.28
H -16.11 -17.47 -37.13
H -16.46 -19.87 -37.97
H -17.04 -19.73 -36.40
H -15.38 -20.37 -36.73
H -14.72 -18.87 -38.56
H -14.11 -17.51 -38.11
C -14.45 -30.21 -38.85
O -15.28 -29.11 -39.34
C -15.34 -28.03 -38.45
C -16.50 -27.13 -38.67
C -16.84 -26.75 -40.15
N -16.31 -25.89 -37.93
H -14.77 -30.66 -37.91
H -13.39 -29.94 -38.85
H -14.66 -31.11 -39.42
H -15.18 -28.29 -37.41
H -14.46 -27.45 -38.71
H -17.37 -27.62 -38.22
H -17.03 -27.67 -40.71
H -15.96 -26.28 -40.59
H -17.69 -26.07 -40.15
H -15.48 -25.40 -38.20
H -16.19 -26.21 -36.98
C -14.27 -22.93 -37.00
O -13.81 -24.11 -37.66
C -12.94 -23.91 -38.80
C -11.83 -24.95 -38.83
C -10.98 -24.94 -37.54
N -10.91 -24.67 -39.95
H -14.83 -22.31 -37.69
H -13.38 -22.38 -36.68
H -14.85 -23.26 -36.13
H -13.57 -24.17 -39.65
H -12.57 -22.89 -38.87
H -12.25 -25.94 -38.97
H -10.52 -23.97 -37.36
H -10.26 -25.76 -37.55
H -11.63 -25.06 -36.68
H -10.19 -25.38 -39.94
H -10.46 -23.77 -39.81
C -9.94 -19.69 -32.46
O -10.92 -20.65 -32.07
C -12.12 -20.77 -32.92
C -13.18 -21.87 -32.51
C -12.52 -23.22 -32.37
N -14.07 -21.99 -33.62
H -10.52 -18.77 -32.56
H -9.51 -20.12 -33.36
H -9.20 -19.51 -31.68
H -12.68 -19.84 -32.83
H -11.70 -20.97 -33.90
H -13.69 -21.60 -31.59
H -13.22 -24.04 -32.26
H -11.84 -23.21 -31.52
H -11.83 -23.40 -33.19
H -14.78 -21.28 -33.51
H -14.52 -22.87 -33.41
C -12.30 -22.63 -42.31
O -13.33 -21.66 -42.68
C -14.43 -21.58 -41.79
C -15.69 -20.96 -42.45
C -16.21 -21.71 -43.73
N -15.35 -19.65 -42.88
H -11.83 -22.24 -41.42
H -11.55 -22.78 -43.08
H -12.68 -23.59 -41.95
H -14.61 -22.56 -41.34
H -14.01 -21.02 -40.95
H -16.54 -20.79 -41.79
H -15.47 -21.73 -44.53
H -17.18 -21.36 -44.10
H -16.41 -22.70 -43.32
H -16.05 -19.42 -43.58
H -14.49 -19.73 -43.41
C -6.58 -21.28 -46.55
O -6.65 -21.65 -45.17
C -7.50 -22.78 -44.95
C -7.41 -23.04 -43.43
C -8.30 -24.10 -42.86
N -7.86 -21.82 -42.73
H -6.18 -22.02 -47.24
H -5.97 -20.38 -46.69
H -7.55 -21.03 -46.97
H -8.49 -22.69 -45.38
H -7.06 -23.66 -45.42
H -6.36 -23.19 -43.17
H -9.32 -24.08 -43.23
H -8.22 -24.00 -41.78
H -7.96 -25.11 -43.07
H -8.85 -21.76 -42.93
H -7.47 -21.04 -43.23
C -13.44 -24.20 -45.45
O -13.81 -25.62 -45.50
C -13.92 -26.33 -44.27
C -12.57 -26.35 -43.47
C -11.54 -27.06 -44.32
N -12.72 -27.12 -42.26
H -13.53 -23.81 -46.47
H -12.37 -24.06 -45.26
H -14.04 -23.72 -44.68
H -14.69 -25.85 -43.66
H -14.28 -27.32 -44.57
H -12.08 -25.40 -43.26
H -11.93 -28.05 -44.51
H -10.59 -27.10 -43.77
H -11.37 -26.62 -45.30
H -11.79 -27.29 -41.91
H -13.23 -26.61 -41.55
C -9.21 -21.11 -38.91
O -9.37 -22.01 -39.94
H -8.21 -21.22 -38.50
H -9.55 -20.23 -39.46
H -9.81 -21.29 -38.01
H -8.74 -21.80 -40.63
C -10.95 -28.46 -36.62
O -9.62 -28.15 -36.31
H -11.44 -27.77 -37.31
H -11.09 -29.52 -36.86
H -11.57 -28.40 -35.72
H -9.55 -27.47 -35.63
*
```

Output
Relative energy (zero: lowest compared OMol25 entry of this formula, charge and spin) ... 2.126 eV
Gap between HOMO and LUMO ... 9.15 eV
E_HOMO ... -8.664 eV
Molar mass ... 955.46 u
SMILES ... COC[C@H](C)N.COC[C@H](C)N.COC[C@H](C)N.COC[C@H](C)N.COC[C@H](C)N.COC[C@H](C)N.COC[C@H](C)N.COC[C@H](C)N.COC[C@H](C)N.COC[C@H](C)N.CO.CO
DFT total energy ... -84929.078 eV